Molecular formula: C57H167N9O26
Method: DFT, ωB97M-V/def2-TZVPD

HOMO, eV: -8.69
Relative energy (zero: lowest compared OMol25 entry of this formula, charge and spin), kcal per mole: 0.0
E_tot, hartree: -4720.46557
Kohn-Sham gap, eV: 8.934
Lowest unoccupied orbital energy, eV: 0.25

```
259
Properties=species:S:1:pos:R:3:forces:R:3
C -23.227 -4.701 21.907 0.18 1.21 1.38
O -22.577 -4.277 20.726 -0.07 -0.71 -0.51
H -23.522 -5.745 22.010 0.17 -0.14 -0.89
H -22.588 -4.493 22.769 0.04 -0.13 0.01
H -24.102 -4.070 22.090 -0.21 -0.21 -0.11
H -21.859 -3.682 20.969 -0.06 -0.10 0.31
C -25.725 5.571 21.697 1.14 -0.58 0.03
O -24.749 6.295 22.457 -0.02 0.00 0.08
H -26.023 4.730 22.323 -0.68 0.43 0.22
H -26.517 6.234 21.360 -0.29 -0.35 0.02
H -25.232 5.038 20.876 -0.19 0.44 -0.37
H -24.360 6.982 21.910 -0.03 0.00 -0.03
C -30.170 -2.453 15.209 0.71 -0.72 -1.03
O -29.422 -1.689 14.272 -0.16 0.35 0.06
H -31.230 -2.272 15.042 -0.02 0.27 0.41
H -30.009 -3.516 14.992 -0.12 -0.08 0.23
H -29.818 -2.274 16.225 -0.42 0.19 0.16
H -28.726 -2.224 13.864 0.00 -0.06 0.17
C -20.314 -1.415 22.531 -0.09 -0.07 0.17
O -20.947 -2.660 22.787 -0.06 -0.03 -0.33
H -20.736 -0.620 23.155 0.06 0.02 0.04
H -19.235 -1.476 22.687 0.02 0.09 -0.03
H -20.513 -1.161 21.491 0.09 -0.04 -0.02
H -20.770 -2.948 23.687 -0.02 0.10 0.04
C -28.123 2.972 24.317 -0.33 1.43 0.39
O -27.106 2.751 25.269 0.03 -0.80 -0.16
H -28.673 3.866 24.646 -0.05 0.15 -0.42
H -27.708 3.169 23.324 -0.15 -0.10 -0.11
H -28.906 2.219 24.250 0.52 -0.55 0.25
H -26.439 3.471 25.131 -0.17 -0.10 0.11
C -27.350 0.254 18.993 -0.59 -0.56 -0.39
O -28.448 0.987 19.552 0.43 -0.29 0.07
H -27.557 0.046 17.941 0.34 0.39 -0.15
H -26.424 0.803 19.139 -0.10 0.17 -0.10
H -27.253 -0.744 19.429 0.00 0.17 0.42
H -29.204 0.396 19.508 -0.16 0.21 0.14
C -27.982 -0.361 23.396 0.29 -0.20 0.13
O -27.261 -1.103 22.422 -0.15 -0.09 0.03
H -28.654 -1.046 23.911 -0.16 -0.01 -0.20
H -27.330 0.046 24.177 0.09 0.18 -0.12
H -28.546 0.456 22.945 -0.09 -0.03 -0.01
H -26.546 -0.553 22.062 -0.04 -0.05 0.10
C -23.422 5.131 18.623 0.11 -0.20 -0.59
O -23.728 5.168 17.229 -0.09 -0.18 0.15
H -22.337 5.145 18.745 -0.04 0.34 0.36
H -23.948 5.948 19.120 0.30 0.00 0.32
H -23.752 4.176 19.036 -0.23 0.02 -0.15
H -23.275 5.934 16.867 -0.05 -0.02 -0.11
C -27.062 -4.656 13.502 0.14 0.77 0.47
O -27.090 -3.223 13.362 -0.61 -0.38 -0.44
H -27.856 -5.003 14.156 -0.28 0.24 -0.23
H -27.057 -5.149 12.533 -0.52 0.00 0.02
H -26.119 -4.863 13.979 -0.24 -0.60 0.44
H -26.579 -3.012 12.572 -0.12 0.30 0.01
C -27.687 4.160 18.637 -0.05 -0.32 0.90
O -27.834 3.718 19.996 -0.11 0.21 -0.25
H -26.935 3.496 18.206 -0.03 0.43 -0.68
H -28.641 4.122 18.106 0.09 -0.20 -0.15
H -27.376 5.203 18.652 0.28 -0.09 -0.03
H -28.051 2.777 19.912 -0.19 0.05 0.27
C -21.215 -0.691 16.399 1.33 -0.80 0.43
O -19.870 -0.515 15.949 -0.31 0.55 -0.35
H -21.945 -0.123 15.835 0.26 0.08 -0.23
H -21.393 -1.771 16.320 -0.71 0.07 0.12
H -21.278 -0.377 17.445 -0.33 -0.04 0.02
H -19.319 -1.219 16.345 -0.18 0.09 -0.11
C -24.476 1.753 16.884 -0.59 -0.42 -0.65
O -23.495 0.959 17.491 0.70 0.50 -0.02
H -25.149 1.125 16.281 -0.39 0.01 0.30
H -25.055 2.382 17.567 -0.03 -0.15 0.17
H -24.067 2.428 16.131 0.58 0.02 0.32
H -23.831 0.264 18.100 -0.37 0.28 -0.02
C -27.758 0.792 13.259 -0.39 -0.08 -0.35
O -27.232 1.858 12.476 0.13 0.07 0.17
H -28.747 1.040 13.647 0.09 -0.04 0.22
H -27.885 -0.104 12.643 0.14 -0.05 0.07
H -27.082 0.572 14.084 0.03 0.07 -0.01
H -27.969 2.397 12.187 0.05 0.03 -0.09
C -23.097 -2.991 6.121 -0.04 -0.10 -0.71
O -22.402 -3.161 7.325 0.17 0.16 0.08
C -23.153 -2.820 8.489 0.94 -0.14 -0.45
C -22.250 -3.204 9.647 0.55 -0.06 0.26
N -22.898 -3.260 10.954 0.10 -0.28 -0.42
C -23.769 -4.413 11.138 0.26 -0.12 0.44
C -24.313 -4.527 12.552 -0.76 -1.60 -0.72
O -23.402 -5.309 13.323 0.40 1.57 0.21
C -23.850 -5.558 14.634 -0.75 -1.63 0.01
H -23.665 -3.894 5.869 -0.23 0.09 0.11
H -22.387 -2.841 5.305 0.23 -0.11 0.20
H -23.752 -2.115 6.080 -0.10 -0.03 0.39
H -24.074 -3.410 8.488 -0.26 0.37 0.15
H -23.287 -1.736 8.462 -0.69 -0.06 0.21
H -21.430 -2.490 9.754 -0.15 0.21 -0.26
H -21.741 -4.135 9.360 -0.27 -0.23 0.12
H -22.152 -3.260 11.639 -0.19 -0.18 0.22
H -23.255 -5.365 10.945 0.10 -0.01 -0.05
H -24.598 -4.394 10.429 -0.03 0.37 0.01
H -25.252 -5.102 12.499 0.95 -0.07 -0.54
H -24.675 -3.595 12.996 0.96 0.32 0.26
H -23.038 -5.929 15.256 0.28 0.43 -0.06
H -24.544 -6.415 14.584 -0.12 0.08 0.11
H -24.416 -4.771 15.137 0.44 0.49 -0.19
C -25.618 1.794 21.678 0.82 1.13 0.09
O -25.196 0.465 21.455 -0.50 0.00 0.34
C -23.813 0.308 21.262 0.40 -0.44 -0.93
C -23.609 -1.038 20.581 -0.18 0.22 0.06
N -24.230 -1.078 19.261 0.03 0.41 0.24
C -23.939 -2.286 18.510 -0.51 -0.40 0.18
C -24.657 -2.226 17.176 0.46 -0.56 -0.42
O -26.056 -2.160 17.408 0.63 0.26 0.15
C -26.783 -1.932 16.219 0.13 -0.57 0.08
H -25.160 2.212 22.583 -0.10 -0.19 0.15
H -26.696 1.914 21.749 -0.07 -0.60 -0.07
H -25.276 2.447 20.865 -0.10 -0.13 -0.18
H -23.191 0.337 22.165 -0.44 0.13 0.34
H -23.433 1.093 20.598 -0.11 0.05 -0.06
H -24.043 -1.827 21.205 0.32 -0.11 0.20
H -22.530 -1.172 20.489 0.00 -0.28 -0.08
H -25.232 -1.023 19.403 -0.03 -0.01 -0.10
H -24.291 -3.191 19.022 0.02 0.07 0.18
H -22.857 -2.411 18.453 0.00 0.12 -0.49
H -24.440 -3.134 16.594 0.05 -0.13 0.12
H -24.279 -1.412 16.547 -0.29 0.32 0.21
H -26.681 -2.736 15.484 0.39 -0.11 0.16
H -26.426 -1.018 15.738 -0.49 0.21 0.04
H -27.828 -1.964 16.508 -0.09 0.65 -0.10
C -24.102 -6.767 19.296 0.77 -0.42 1.15
O -24.176 -7.640 18.196 0.18 0.63 -0.45
C -24.055 -9.003 18.508 0.37 -0.86 -0.42
C -23.858 -9.754 17.193 0.56 1.05 -0.43
N -25.037 -9.620 16.362 -0.49 -0.51 0.31
C -24.813 -9.948 14.964 0.15 0.71 0.07
C -26.050 -9.705 14.119 -0.43 0.08 0.48
O -26.463 -8.353 14.312 0.17 -0.09 -0.37
C -27.488 -7.952 13.422 -0.32 0.18 0.40
H -23.113 -6.731 19.774 0.22 -0.42 -0.31
H -24.772 -7.102 20.096 -0.36 0.31 -0.12
H -24.261 -5.730 19.026 -0.39 -0.18 -0.36
H -24.957 -9.383 19.001 0.02 0.12 0.25
H -23.161 -9.190 19.114 -0.13 0.10 0.28
H -23.500 -10.778 17.325 -0.57 -0.18 0.20
H -23.005 -9.252 16.697 0.10 0.02 0.05
H -25.361 -8.665 16.463 -0.10 -0.01 -0.24
H -24.502 -10.993 14.914 0.00 -0.01 -0.24
H -24.011 -9.302 14.572 0.18 -0.23 -0.22
H -26.860 -10.361 14.460 0.01 -0.08 -0.05
H -25.901 -9.865 13.047 0.37 -0.23 0.06
H -27.148 -7.181 12.729 0.24 -0.16 -0.07
H -28.294 -7.515 14.017 -0.07 -0.01 -0.06
H -27.917 -8.773 12.845 0.13 -0.13 0.06
C -18.657 -3.358 28.251 0.46 -0.99 0.22
O -19.741 -4.025 27.654 -0.35 0.41 -0.30
C -20.667 -4.593 28.559 0.36 -1.02 -0.43
C -21.810 -5.211 27.771 -0.31 0.79 0.41
N -22.713 -4.194 27.226 0.42 -0.27 -0.54
C -23.669 -4.783 26.279 0.30 0.37 0.54
C -24.579 -3.733 25.684 -0.30 -0.33 0.91
O -23.863 -2.825 24.876 -0.21 -0.39 -0.14
C -24.754 -2.063 24.091 0.04 -0.05 -0.61
H -18.190 -4.000 29.012 -0.17 0.06 0.18
H -18.923 -2.409 28.722 -0.04 0.13 -0.22
H -17.889 -3.282 27.482 -0.13 0.57 -0.06
H -20.980 -3.880 29.325 -0.21 0.06 -0.08
H -20.196 -5.467 29.032 0.23 0.27 0.38
H -22.348 -5.836 28.488 -0.20 -0.08 -0.18
H -21.403 -5.854 26.981 0.16 -0.10 0.07
H -22.120 -3.556 26.701 -0.12 0.18 0.06
H -24.246 -5.494 26.875 -0.30 -0.01 -0.24
H -23.194 -5.349 25.465 0.16 0.00 -0.01
H -25.071 -3.183 26.495 0.04 0.05 0.07
H -25.387 -4.276 25.177 0.12 0.26 -0.59
H -24.170 -1.419 23.436 0.07 0.15 0.24
H -25.452 -1.467 24.687 0.08 0.02 0.11
H -25.342 -2.695 23.417 -0.12 -0.12 0.19
C -25.204 6.328 26.656 0.48 -0.08 1.13
C -24.534 5.024 26.254 -0.76 0.02 -0.51
C -24.763 3.910 27.276 0.72 0.11 0.39
O -23.897 4.152 28.376 0.49 0.36 -0.08
C -23.741 3.067 29.249 -0.37 -0.16 0.06
N -25.056 4.566 24.954 0.17 0.07 0.00
H -26.284 6.261 26.783 -0.04 -0.18 -0.33
H -24.938 7.181 26.032 -0.06 -0.14 -0.23
H -24.798 6.525 27.654 -0.13 0.32 -0.02
H -23.456 5.219 26.217 0.09 -0.16 0.01
H -24.477 2.959 26.817 -0.23 -0.11 -0.05
H -25.789 3.851 27.651 -0.18 0.00 -0.35
H -22.983 3.300 29.996 -0.02 0.25 -0.05
H -23.411 2.158 28.731 -0.10 -0.01 -0.12
H -24.688 2.865 29.763 0.04 -0.20 0.06
H -24.448 3.845 24.570 0.04 0.06 0.10
H -25.032 5.334 24.291 -0.04 0.07 0.04
C -24.173 -0.807 13.694 0.25 0.38 -0.43
C -24.069 0.086 12.460 -0.91 -0.75 -0.63
C -22.691 0.670 12.327 0.71 0.40 0.47
O -22.588 1.516 11.198 -0.49 -0.04 -0.27
C -21.305 2.044 11.013 0.53 -0.15 -0.20
N -24.396 -0.712 11.238 1.16 0.02 0.13
H -25.184 -1.211 13.748 0.01 -0.05 0.16
H -23.930 -0.240 14.594 -0.14 -0.07 0.09
H -23.459 -1.631 13.601 -0.02 -0.06 0.13
H -24.856 0.844 12.493 0.33 0.35 0.23
H -21.977 -0.162 12.224 0.06 -0.03 0.01
H -22.390 1.234 13.221 -0.11 -0.02 0.10
H -20.550 1.248 10.987 0.03 -0.03 0.25
H -21.033 2.779 11.777 -0.04 -0.09 0.16
H -21.230 2.533 10.041 -0.40 0.06 0.00
H -23.818 -0.238 10.539 -0.75 0.20 -0.48
H -23.854 -1.593 11.271 -0.51 0.19 0.36
C -19.317 -3.139 19.040 -0.07 0.22 0.18
C -18.524 -3.620 17.835 0.04 -0.39 0.58
C -19.316 -4.598 16.980 0.24 0.48 -0.47
O -19.520 -5.802 17.676 -0.15 0.35 -0.02
C -20.635 -6.523 17.196 -0.13 -0.28 0.69
N -18.101 -2.472 17.029 -0.11 -0.54 -0.19
H -19.844 -3.956 19.533 0.11 -0.10 -0.03
H -20.055 -2.383 18.754 -0.03 -0.07 -0.20
H -18.657 -2.664 19.771 0.01 -0.07 0.02
H -17.653 -4.187 18.189 -0.02 0.02 0.14
H -18.749 -4.813 16.063 0.01 0.05 -0.08
H -20.237 -4.095 16.657 -0.26 -0.25 0.17
H -20.584 -7.506 17.665 0.10 -0.11 -0.26
H -20.646 -6.611 16.107 0.03 -0.02 -0.02
H -21.572 -6.091 17.564 -0.06 0.27 -0.26
H -17.519 -2.848 16.286 0.13 0.41 -0.09
H -17.541 -1.843 17.591 0.11 -0.02 -0.05
C -27.258 -6.103 16.580 0.54 -0.35 0.13
C -27.090 -6.312 18.072 -1.20 1.03 0.26
C -26.784 -4.954 18.739 -0.35 0.30 -0.03
O -27.188 -4.987 20.096 0.33 -0.21 0.13
C -26.918 -3.773 20.773 -0.03 -0.51 -0.23
N -28.400 -6.786 18.575 0.60 -0.21 -0.18
H -28.016 -5.342 16.381 0.18 0.20 0.01
H -27.586 -7.026 16.104 0.13 -0.07 0.05
H -26.282 -5.834 16.173 -0.18 0.22 -0.34
H -26.275 -7.006 18.246 -0.31 -0.28 0.20
H -27.350 -4.149 18.249 -0.13 -0.13 -0.15
H -25.743 -4.633 18.659 0.06 -0.19 -0.06
H -27.326 -2.931 20.207 0.05 0.13 0.12
H -25.835 -3.666 20.899 0.01 0.29 0.01
H -27.394 -3.838 21.748 0.01 0.14 0.00
H -29.078 -6.175 18.129 -0.23 -0.12 0.16
H -28.442 -6.572 19.566 -0.12 -0.12 0.01
C -21.941 3.230 21.873 0.25 -0.39 -0.25
C -21.518 3.686 23.264 0.36 -1.25 -0.45
C -21.829 2.605 24.322 -0.70 0.89 -0.04
O -23.216 2.337 24.305 -0.31 0.13 -0.10
C -23.627 1.180 25.005 0.80 -0.27 -0.10
N -20.057 3.866 23.241 -0.68 0.50 0.00
H -21.598 3.908 21.091 -0.24 0.34 0.18
H -23.007 3.032 21.791 -0.04 0.28 0.05
H -21.445 2.287 21.608 0.02 -0.10 0.26
H -22.050 4.606 23.509 0.21 0.10 0.16
H -21.540 3.048 25.285 0.03 -0.35 0.22
H -21.267 1.678 24.160 0.14 0.05 -0.18
H -23.128 0.313 24.553 -0.20 -0.14 0.05
H -24.708 1.085 24.925 0.00 0.09 0.03
H -23.307 1.207 26.052 -0.18 0.09 0.07
H -19.748 4.127 24.171 0.30 -0.14 -0.06
H -19.678 2.959 22.990 0.38 0.11 0.16
```
Forces are in eV/Å.

Results of the Mulliken charge analysis, in e, for atoms 1 through 6: atom 1 (C): -0.53, atom 2 (O): 0.09, atom 3 (H): 0.48, atom 4 (H): 0.18, atom 5 (H): -0.05, atom 6 (H): -0.15